The following is a DFT calculation (wB97M-V/def2-TZVPD) of an isolated molecule of C3H5NOS2 in a non-equilibrium geometry.

HOMO energy ... -8.93 eV
Lowest unoccupied orbital energy ... -0.348 eV
Orbital gap ... 8.581 eV

Geometry as ORCA input:
```
! wB97M-V def2-TZVPD RIJCOSX def2/J DEFGRID3
* xyz 0 1
C -2.40 0.93 0.15
S -1.78 -0.80 -0.07
N -0.09 -0.26 -0.09
C 0.64 -1.25 0.14
O 2.04 -1.11 0.08
C 2.63 0.07 -0.14
S 4.30 0.04 0.03
H -2.22 1.34 -0.88
H -1.68 1.41 1.00
H -3.47 1.12 0.30
H 0.23 -2.31 0.10
H 1.80 0.83 -0.62
*
```


The following is a DFT calculation (wB97M-V/def2-TZVPD) of a structure of composition C3H5NP4 in a non-equilibrium geometry.

HOMO energy ... -8.11 eV
Lowest unoccupied orbital energy ... -0.588 eV
Orbital gap ... 7.520 eV

Geometry as ORCA input:
```
! wB97M-V def2-TZVPD RIJCOSX def2/J DEFGRID3
* xyz 0 1
C 2.41 0.25 -0.60
C 0.07 0.43 1.18
C -0.14 -1.02 -0.71
N -2.41 0.51 0.19
P 2.06 1.61 0.39
P 1.75 -1.40 -0.57
P -0.82 0.82 -0.39
P 0.47 -1.27 1.12
H 3.23 0.30 -1.30
H -0.28 0.93 2.07
H -0.71 -1.68 -1.47
H -3.11 0.90 -0.39
H -2.51 -0.38 0.48
*
```


The following is a DFT calculation (wB97M-V/def2-TZVPD) of an isolated molecule of C3H5NS in a non-equilibrium geometry.

HOMO energy (alpha / beta) ... -9.23 / -7.90 eV
Lowest unoccupied orbital energy (alpha / beta) ... -0.037 / -0.573 eV
Orbital gap (alpha / beta) ... 9.195 / 7.326 eV

Geometry as ORCA input:
```
! wB97M-V def2-TZVPD RIJCOSX def2/J DEFGRID3
* xyz 0 1
C 1.13 0.11 -0.25
C 1.11 1.24 0.47
C -0.01 -0.76 -0.62
N -1.99 -0.15 0.89
S -1.50 0.37 -0.55
H 2.11 -0.36 -0.61
H 1.96 1.79 0.81
H -0.03 -1.36 -1.59
H -0.17 -1.49 0.30
H -2.61 0.60 1.15
*
```


The following is a DFT calculation (wB97M-V/def2-TZVPD) of an isolated molecule of C3H5NS in a non-equilibrium geometry.

HOMO energy ... -8.42 eV
Lowest unoccupied orbital energy ... 0.213 eV
Orbital gap ... 8.637 eV

Geometry as ORCA input:
```
! wB97M-V def2-TZVPD RIJCOSX def2/J DEFGRID3
* xyz 0 1
S -2.13 -1.61 0.78
C -1.28 -0.73 -0.38
N 0.03 -0.38 -0.36
C 0.86 0.06 0.78
C 0.65 1.01 -0.43
H -1.80 -0.80 -1.35
H 0.35 0.05 1.82
H 1.90 -0.47 0.82
H -0.03 1.84 -0.40
H 1.46 1.03 -1.27
*
```


The following is a DFT calculation (wB97M-V/def2-TZVPD) of an isolated molecule of C3H5NS in a non-equilibrium geometry.

HOMO energy ... -8.53 eV
Lowest unoccupied orbital energy ... -0.065 eV
Orbital gap ... 8.467 eV

Geometry as ORCA input:
```
! wB97M-V def2-TZVPD RIJCOSX def2/J DEFGRID3
* xyz 0 1
C 1.43 -0.52 -0.08
C 0.17 -0.93 0.06
C -1.03 -0.03 -0.03
N -0.69 1.28 0.03
S -2.54 -0.55 -0.02
H 2.20 -1.29 0.00
H 1.72 0.51 -0.26
H -0.07 -1.99 0.15
H -1.37 1.93 -0.36
H 0.17 1.60 0.50
*
```


The following is a DFT calculation (wB97M-V/def2-TZVPD) of a structure of composition C3H5NS2 in a non-equilibrium geometry.

HOMO energy ... -8.20 eV
Lowest unoccupied orbital energy ... 0.240 eV
Orbital gap ... 8.445 eV

Geometry as ORCA input:
```
! wB97M-V def2-TZVPD RIJCOSX def2/J DEFGRID3
* xyz 0 1
C 1.13 0.98 0.23
C -1.26 -0.25 0.29
C -2.54 -0.55 -0.01
H 3.55 -1.16 -0.68
H 1.58 2.11 0.28
H -0.60 -0.99 0.82
H -3.29 0.19 -0.60
H -2.84 -1.51 -0.14
N 1.55 -0.17 -0.16
S 3.27 0.08 0.05
S -0.54 1.26 -0.07
*
```


The following is a DFT calculation (wB97M-V/def2-TZVPD) of a structure of composition C3H5NS3 in a non-equilibrium geometry.

HOMO energy ... -8.25 eV
Lowest unoccupied orbital energy ... -0.784 eV
Orbital gap ... 7.465 eV

Geometry as ORCA input:
```
! wB97M-V def2-TZVPD RIJCOSX def2/J DEFGRID3
* xyz 0 1
C 2.05 -0.86 -0.77
C 0.35 0.42 0.44
C -0.92 0.74 1.28
H 2.66 -1.82 -1.05
H 2.74 0.07 -0.71
H 1.12 -0.64 -1.53
H -0.93 1.54 2.15
H -3.96 0.05 -0.63
N -2.17 0.30 0.90
S 1.04 -0.98 0.85
S 0.45 1.87 -0.36
S -2.42 -0.69 -0.55
*
```


The following is a DFT calculation (wB97M-V/def2-TZVPD) of a cluster of 2 separate species, C3H5NS3 in total in a non-equilibrium geometry.

HOMO energy (alpha / beta) ... -8.59 / -6.26 eV
Lowest unoccupied orbital energy (alpha / beta) ... 0.380 / -1.025 eV
Orbital gap (alpha / beta) ... 8.970 / 5.239 eV

Geometry as ORCA input:
```
! wB97M-V def2-TZVPD RIJCOSX def2/J DEFGRID3
* xyz 0 1
C 0.47 -0.74 0.30
C 0.75 0.41 -0.32
C 2.84 -0.11 1.12
N -3.09 0.22 -0.60
S 1.73 -1.42 1.23
S 2.32 1.08 -0.09
S -2.13 1.12 0.37
H -0.58 -1.15 0.23
H 0.28 0.76 -1.18
H 3.84 -0.50 1.21
H -2.49 -0.36 -1.22
H -3.94 0.69 -1.05
*
```


The following is a DFT calculation (wB97M-V/def2-TZVPD) of a structure of composition C3H5NS3 in a non-equilibrium geometry.

HOMO energy ... -8.41 eV
Lowest unoccupied orbital energy ... 0.032 eV
Orbital gap ... 8.444 eV

Geometry as ORCA input:
```
! wB97M-V def2-TZVPD RIJCOSX def2/J DEFGRID3
* xyz 0 1
C 1.01 0.24 -0.57
C 0.05 -0.91 -0.38
C -0.32 1.08 -0.35
H 2.16 -0.31 1.62
H 1.49 0.62 -1.50
H -0.24 -1.45 -1.33
H 0.35 -1.44 0.40
H -2.41 -0.59 1.61
N -1.03 -0.06 -0.09
S 2.52 0.45 0.34
S -2.63 -0.24 0.22
S -0.95 2.61 0.04
*
```


The following is a DFT calculation (wB97M-V/def2-TZVPD) of a cluster of 2 separate species, C3H5NSe in total in a non-equilibrium geometry.

HOMO energy ... -9.10 eV
Lowest unoccupied orbital energy ... -0.107 eV
Orbital gap ... 8.992 eV

Geometry as ORCA input:
```
! wB97M-V def2-TZVPD RIJCOSX def2/J DEFGRID3
* xyz 0 1
C 1.01 0.27 -1.96
C -0.56 -0.95 0.57
C 0.43 1.15 -1.02
N 1.46 -0.49 -2.69
Se -1.32 0.59 -0.38
H -1.37 -1.44 1.11
H -0.12 -1.63 -0.16
H 0.20 -0.60 1.27
H 1.08 1.46 -0.21
H 0.30 2.54 -1.88
*
```


The following is a DFT calculation (wB97M-V/def2-TZVPD) of a structure of composition C3H5O2Se in a non-equilibrium geometry.

HOMO energy ... -3.84 eV
Lowest unoccupied orbital energy ... 3.418 eV
Orbital gap ... 7.261 eV

Geometry as ORCA input:
```
! wB97M-V def2-TZVPD RIJCOSX def2/J DEFGRID3
* xyz -1 1
C -0.76 -0.03 -3.17
C -0.05 -0.71 1.00
C -0.34 0.35 -1.77
O -1.41 -1.14 -3.23
O -0.41 0.71 -4.08
Se -0.75 -1.24 -0.82
H 0.03 -1.55 1.67
H 0.90 -0.24 0.87
H -0.98 -0.12 1.29
H -1.10 1.23 -1.44
H 0.58 0.90 -1.73
*
```


The following is a DFT calculation (wB97M-V/def2-TZVPD) of a structure of composition C3H5O3 in a non-equilibrium geometry.

HOMO energy ... -4.31 eV
Lowest unoccupied orbital energy ... 4.305 eV
Orbital gap ... 8.614 eV

Geometry as ORCA input:
```
! wB97M-V def2-TZVPD RIJCOSX def2/J DEFGRID3
* xyz -1 1
C 2.24 0.91 -0.71
C 0.98 0.46 -0.51
O 0.45 -0.59 -1.13
H 2.50 1.89 -0.35
H 3.05 0.32 -1.12
H 0.34 0.80 0.32
H -0.52 -0.81 -0.68
O -1.66 -0.70 -0.05
C -2.27 -0.77 1.07
O -2.94 -1.69 1.50
H -2.19 0.17 1.65
*
```


The following is a DFT calculation (wB97M-V/def2-TZVPD) of a cluster of 2 separate species, C3H5O3 in total in a non-equilibrium geometry.

HOMO energy ... -3.15 eV
Lowest unoccupied orbital energy ... 4.366 eV
Orbital gap ... 7.513 eV

Geometry as ORCA input:
```
! wB97M-V def2-TZVPD RIJCOSX def2/J DEFGRID3
* xyz -1 1
C -0.70 1.35 0.72
C 1.16 -0.63 -0.02
C -0.10 -0.01 -0.76
O 0.02 2.31 0.85
O -1.81 0.98 1.14
O -1.16 -1.04 -0.71
H 1.55 -1.53 -0.51
H 1.91 0.16 0.04
H 0.84 -0.92 0.95
H -0.13 0.20 -1.84
H -1.58 -0.87 0.14
*
```


The following is a DFT calculation (wB97M-V/def2-TZVPD) of a cluster of 2 separate species, C3H5O3P in total in a non-equilibrium geometry.

HOMO energy ... -8.98 eV
Lowest unoccupied orbital energy ... 0.226 eV
Orbital gap ... 9.211 eV

Geometry as ORCA input:
```
! wB97M-V def2-TZVPD RIJCOSX def2/J DEFGRID3
* xyz 0 1
O -1.22 -2.29 -0.58
C -1.15 -1.24 -0.02
C -1.12 -0.61 1.25
C -1.26 0.17 0.14
O -1.90 1.27 -0.35
H -0.80 -0.53 2.27
H -2.34 1.73 0.38
O 0.88 0.33 -0.36
P 2.32 0.93 -1.10
H 1.03 -0.60 -0.57
H 2.66 -0.36 -1.26
H 2.91 1.18 0.21
*
```


The following is a DFT calculation (wB97M-V/def2-TZVPD) of a structure of composition C3H5O3Pb in a non-equilibrium geometry.

HOMO energy ... -13.82 eV
Lowest unoccupied orbital energy ... -5.659 eV
Orbital gap ... 8.161 eV

Geometry as ORCA input:
```
! wB97M-V def2-TZVPD RIJCOSX def2/J DEFGRID3
* xyz 1 1
H 0.69 -1.90 -0.56
O -1.30 -1.00 0.20
C -0.01 -0.83 -0.28
C -1.74 0.21 0.82
O 0.99 -1.19 0.64
O 0.15 0.65 -0.40
C -1.10 1.27 -0.05
H -1.39 0.26 1.87
H -2.84 0.23 0.80
H -0.90 2.22 0.47
H -1.67 1.45 -0.97
Pb 1.94 0.55 0.73
*
```


The following is a DFT calculation (wB97M-V/def2-TZVPD) of a structure of composition C3H5O3Tl in a non-equilibrium geometry.

HOMO energy (alpha / beta) ... -14.81 / -14.02 eV
Lowest unoccupied orbital energy (alpha / beta) ... -5.114 / -7.593 eV
Orbital gap (alpha / beta) ... 9.697 / 6.430 eV

Geometry as ORCA input:
```
! wB97M-V def2-TZVPD RIJCOSX def2/J DEFGRID3
* xyz 1 2
H 2.10 -1.94 -0.31
O 2.76 -0.12 0.19
C 2.96 -1.26 -0.19
H 3.94 -1.53 -0.61
O 1.20 1.06 -0.50
Tl 1.40 1.06 1.85
O 0.68 2.59 -0.01
C 1.66 3.54 0.01
C 1.53 4.69 0.68
H 2.53 3.26 -0.59
H 2.35 5.41 0.63
H 0.63 4.93 1.23
*
```


The following is a DFT calculation (wB97M-V/def2-TZVPD) of a structure of composition C3H5O4Pm in a non-equilibrium geometry.

HOMO energy (alpha / beta) ... -10.85 / -13.45 eV
Lowest unoccupied orbital energy (alpha / beta) ... -4.441 / -4.450 eV
Orbital gap (alpha / beta) ... 6.414 / 8.999 eV

Geometry as ORCA input:
```
! wB97M-V def2-TZVPD RIJCOSX def2/J DEFGRID3
* xyz 1 6
O -0.78 0.81 -0.29
C 0.08 0.77 0.70
C -0.15 0.37 -1.51
O -0.21 1.08 1.85
O 1.30 0.48 0.32
C 1.32 0.19 -1.09
Pm -0.95 -0.63 3.73
H -0.30 1.14 -2.27
H -0.63 -0.57 -1.82
H 2.00 0.90 -1.58
H 1.68 -0.83 -1.22
O -1.91 -1.63 1.94
H -1.45 -2.08 1.23
*
```


The following is a DFT calculation (wB97M-V/def2-TZVPD) of a structure of composition C3H5O4Ru in a non-equilibrium geometry.

HOMO energy (alpha / beta) ... -19.92 / -20.01 eV
Lowest unoccupied orbital energy (alpha / beta) ... -9.807 / -13.396 eV
Orbital gap (alpha / beta) ... 10.117 / 6.614 eV

Geometry as ORCA input:
```
! wB97M-V def2-TZVPD RIJCOSX def2/J DEFGRID3
* xyz 2 6
O -1.64 4.22 0.82
C -1.32 3.06 0.74
O -1.27 2.26 -0.25
O -0.86 2.35 1.86
H -0.95 2.82 2.70
C 1.79 -0.62 -0.27
O 0.88 -0.32 0.50
C 1.73 -0.49 -1.74
H 2.03 -1.54 -2.01
H 2.80 -0.76 0.17
H 0.72 -0.35 -2.13
H 2.57 0.13 -2.08
Ru -0.74 0.64 0.71
*
```


The following is a DFT calculation (wB97M-V/def2-TZVPD) of a cluster of 2 separate species, C3H5OP in total in a non-equilibrium geometry.

HOMO energy ... -9.55 eV
Lowest unoccupied orbital energy ... 0.285 eV
Orbital gap ... 9.831 eV

Geometry as ORCA input:
```
! wB97M-V def2-TZVPD RIJCOSX def2/J DEFGRID3
* xyz 0 1
C 1.24 -0.75 -0.51
C 1.15 0.51 -0.25
P 0.84 2.07 -0.09
H 0.44 -1.33 0.03
H 2.08 -1.16 -1.05
H 1.82 2.24 0.97
C -2.06 0.04 0.26
O -2.65 0.79 -0.43
H -1.55 0.29 1.24
H -1.62 -0.85 -0.02
*
```


The following is a DFT calculation (wB97M-V/def2-TZVPD) of an isolated molecule of C3H5P in a non-equilibrium geometry.

HOMO energy ... -8.69 eV
Lowest unoccupied orbital energy ... -0.347 eV
Orbital gap ... 8.340 eV

Geometry as ORCA input:
```
! wB97M-V def2-TZVPD RIJCOSX def2/J DEFGRID3
* xyz 0 1
H -3.29 -0.41 -0.33
P -2.00 -0.39 -1.06
C -0.71 -0.22 0.11
C 0.62 0.01 -0.37
C 1.59 0.25 0.46
H -0.97 -0.08 1.17
H 0.61 0.25 -1.43
H 2.59 0.43 -0.03
H 1.56 0.17 1.47
*
```


The records above yield energy relative to the best compared isomer or geometry (same formula, charge and spin) values of 3.007 2.074 4.702 2.057 0.309 3.547 4.299 3.188 2.726 1.580 0.380 0.620 1.250 5.382 2.518 5.062 0.000 0.471 2.571 0.327 eV, respectively.